No. 1
The following is a DFT calculation (ωB97M-V with the def2-TZVPD basis set) of 2 unconnected molecules or ions with the total composition C9H6F3N3O3S2 in a non-equilibrium geometry.

Each line ends with the Mulliken charge.
Cartesian coordinates (Å):
F  5.74  -0.33  -0.41  -0.22
C  4.84  0.16  0.49  0.70
F  4.26  -0.86  1.14  -0.20
F  5.52  0.93  1.39  -0.22
S  3.65  1.18  -0.38  -0.08
N  2.23  0.19  -0.16  0.00
C  1.90  -1.04  -0.77  0.39
O  2.70  -1.85  -1.21  -0.57
C  0.41  -1.09  -0.69  0.22
C  -0.09  0.19  -0.59  0.58
C  -1.43  0.51  -0.61  -1.14
C  -2.30  -0.54  -0.39  -0.08
C  -1.87  -1.87  -0.46  -0.43
C  -0.51  -2.15  -0.71  -0.54
S  1.06  1.44  -0.31  1.08
O  0.84  2.07  0.95  -0.62
O  1.30  2.23  -1.48  -0.62
H  -1.70  1.55  -0.63  0.62
H  -3.31  -0.21  0.07  0.21
H  -2.59  -2.68  -0.29  0.41
H  -0.16  -3.17  -0.85  0.47
C  -3.48  0.83  1.12  -0.51
N  -4.90  1.13  1.00  0.41
N  -5.97  1.33  0.67  -0.42
H  -2.87  1.74  1.03  0.30
H  -3.28  0.31  2.07  0.27

Summary:
ΔE to the lowest compared entry with this formula, charge and spin = 117.2 kJ/mol
Total charge = 0
Total energy = -49860.3035 eV



No. 2
The following is a DFT calculation (ωB97M-V with the def2-TZVPD basis set) of a molecular structure, C3H3FO2Zn in a non-equilibrium geometry.

Each line ends with the Mulliken charge.
Cartesian coordinates (Å):
F  -4.32  0.87  0.82  -0.54
H  -4.19  2.55  -2.04  0.39
H  -3.46  0.64  -0.32  0.40
O  -1.39  0.91  -1.49  -0.17
O  -2.10  2.83  -2.22  -0.17
C  -2.80  0.79  -1.59  -0.20
C  -3.22  2.03  -2.14  0.12
C  -1.01  2.12  -1.91  0.76
H  -3.09  -0.16  -2.06  0.33
Zn  0.78  2.82  -1.98  0.09

Summary:
Spin multiplicity = 2
Total charge = +1
Total energy = -58376.0456 eV



No. 3
The following is a DFT calculation (ωB97M-V with the def2-TZVPD basis set) of a molecular structure, C20H40O35S8 in a non-equilibrium geometry.

Each line ends with the Mulliken charge.
Cartesian coordinates (Å):
C  -5.25  -6.34  32.83  -0.71
C  -6.31  -5.33  32.37  -0.78
O  -7.62  -5.75  32.84  -0.37
C  -8.63  -5.70  32.01  0.85
O  -8.59  -5.53  30.82  -0.59
O  -9.76  -5.96  32.68  -0.41
C  -10.84  -6.29  31.84  -0.60
H  -5.10  -6.95  31.94  0.34
H  -5.69  -6.99  33.57  0.08
H  -4.38  -5.79  33.19  0.58
H  -6.29  -5.08  31.32  0.34
H  -6.16  -4.42  32.96  0.43
H  -11.67  -6.59  32.48  0.36
H  -10.64  -7.16  31.21  0.11
H  -11.31  -5.49  31.27  0.33
C  -10.78  -14.27  31.60  -0.15
C  -9.28  -14.66  31.65  -0.21
O  -8.91  -15.00  30.28  -0.34
S  -10.23  -15.16  29.34  0.93
O  -10.74  -16.51  29.51  -0.62
O  -10.04  -14.71  27.99  -0.41
O  -11.11  -14.16  30.25  -0.24
H  -11.02  -13.35  32.13  0.12
H  -11.33  -15.06  32.11  0.38
H  -9.13  -15.58  32.20  0.47
H  -8.54  -13.92  31.93  0.04
C  -4.30  -8.18  32.40  -0.06
C  -4.63  -9.65  32.51  -0.54
O  -5.99  -9.77  32.06  -0.34
S  -6.28  -8.68  30.89  0.77
O  -7.54  -8.01  31.17  0.13
O  -6.10  -9.21  29.57  -0.74
O  -5.05  -7.71  31.28  -0.42
H  -3.28  -7.85  32.25  0.52
H  -4.77  -7.70  33.27  0.00
H  -4.67  -10.06  33.52  0.41
H  -4.04  -10.32  31.87  0.20
C  -15.24  -10.84  31.24  -0.23
C  -15.29  -10.38  32.71  -0.36
O  -15.20  -8.97  32.67  -0.37
S  -14.08  -8.57  31.55  1.11
O  -12.75  -8.76  32.09  -0.29
O  -14.42  -7.31  30.95  -0.64
O  -14.54  -9.78  30.57  -0.31
H  -16.18  -10.75  30.69  0.27
H  -14.84  -11.83  31.07  0.27
H  -14.50  -10.75  33.36  0.24
H  -16.26  -10.66  33.11  0.32
C  -9.93  -8.63  28.70  0.72
C  -11.23  -9.26  29.30  0.02
O  -10.76  -10.34  30.08  0.20
S  -9.42  -11.02  29.43  0.73
O  -9.86  -11.77  28.28  -0.12
O  -8.71  -11.66  30.47  -0.51
O  -8.87  -9.57  28.99  -0.33
H  -9.63  -7.67  29.12  -0.71
H  -9.93  -8.55  27.61  0.34
H  -11.98  -9.44  28.53  0.33
H  -11.72  -8.61  30.03  -0.49
C  -12.57  -12.22  24.56  -0.32
C  -11.92  -11.85  25.90  -0.03
O  -12.00  -10.46  26.04  -0.09
S  -11.94  -9.73  24.57  1.14
O  -10.60  -9.29  24.28  -0.55
O  -13.03  -8.77  24.48  -0.54
O  -12.33  -11.06  23.72  -0.39
H  -13.65  -12.34  24.64  0.32
H  -12.01  -12.98  24.03  0.29
H  -10.93  -12.28  26.02  -0.08
H  -12.56  -12.36  26.62  0.32
C  -8.99  -8.77  33.99  0.29
C  -9.94  -9.31  32.93  1.42
O  -10.53  -10.43  33.61  -0.34
S  -9.42  -11.13  34.62  0.91
O  -8.98  -12.39  34.09  -0.51
O  -9.99  -11.12  35.93  -0.62
O  -8.35  -9.96  34.45  -0.34
H  -9.55  -8.24  34.76  0.50
H  -8.27  -8.01  33.69  -0.28
H  -9.49  -9.76  32.05  -0.68
H  -10.73  -8.58  32.78  -0.44
C  -9.67  -5.08  27.62  -0.08
C  -10.62  -4.25  28.46  0.32
O  -11.92  -4.47  27.92  -0.45
S  -12.05  -6.05  27.45  0.87
O  -12.82  -6.19  26.25  -0.56
O  -12.45  -6.78  28.63  -0.18
O  -10.43  -6.21  27.16  -0.29
H  -8.92  -5.53  28.27  0.05
H  -9.19  -4.61  26.76  0.31
H  -10.34  -3.20  28.39  0.39
H  -10.66  -4.56  29.50  -0.37
C  -7.38  -12.80  25.83  0.01
C  -8.00  -11.43  25.62  0.70
O  -6.98  -10.64  24.97  -0.27
S  -5.53  -11.34  25.07  1.03
O  -4.54  -10.50  25.67  -0.52
O  -5.26  -11.95  23.79  -0.58
O  -6.03  -12.45  26.11  -0.33
H  -7.47  -13.52  25.01  0.34
H  -7.75  -13.29  26.72  0.05
H  -8.23  -11.00  26.59  -0.42
H  -8.91  -11.37  25.04  -0.05

Summary:
ΔE to the lowest compared entry with this formula, charge and spin = 303.2 kJ/mol
Total charge = 0
Total energy = -179717.4453 eV